No. 1
{
  "formula": "C4H13N2P",
  "method": "ωB97M-V/def2-TZVPD",
  "lumo_energy_ev": [1.1, -2.0],
  "homo_energy_ev": [-3.59, -8.56],
  "de_lowest_ev": 0.329,
  "charge": 0,
  "s_squared": 2.011,
  "homo_lumo_gap_ev": [4.68, 6.58],
  "multiplicity": 3,
  "e_tot_ha": -610.81252,
  "species": ["P", "N", "N", "C", "C", "C", "C", "H", "H", "H", "H", "H", "H", "H", "H", "H", "H", "H", "H", "H"],
  "coordinates": [[-0.18, -0.06, -0.01], [-1.41, -0.89, -0.49], [0.93, -1.22, 0.04], [0.52, 1.76, -1.19], [-2.78, -0.47, -0.64], [-0.18, 0.79, 1.66], [2.32, -1.38, 0.31], [0.12, 0.10, 2.45], [0.57, 1.61, 1.75], [-0.29, 2.29, -1.61], [1.01, 1.38, -2.13], [-3.47, -1.32, -0.52], [-2.81, 0.18, -1.65], [2.89, -0.34, 0.43], [2.87, -1.93, -0.56], [-3.23, 0.08, 0.12], [2.60, -2.08, 1.13], [1.24, 2.32, -0.55], [-1.18, 1.17, 1.90], [0.47, -1.99, -0.42]]
}

No. 2
{
  "formula": "C2H3NS3",
  "method": "ωB97M-V/def2-TZVPD",
  "smiles": "S=C(S)/C=N/S",
  "lumo_energy_ev": -1.2,
  "homo_energy_ev": -9.13,
  "de_lowest_ev": 1.140,
  "charge": 0,
  "homo_lumo_gap_ev": 7.95,
  "e_tot_ha": -1327.27474,
  "species": ["S", "S", "S", "N", "C", "C", "H", "H", "H"],
  "coordinates": [[-1.52, 1.54, -0.02], [2.97, -0.26, -0.05], [-2.07, -1.34, -0.01], [1.39, 0.40, 0.12], [-1.03, -0.10, -0.04], [0.40, -0.43, 0.08], [0.60, -1.53, 0.10], [-0.26, 1.95, 0.05], [3.61, 0.88, 0.02]]
}

No. 3
{
  "formula": "CHF3O2S",
  "method": "ωB97M-V/def2-TZVPD",
  "lumo_energy_ev": -1.2,
  "homo_energy_ev": -12.11,
  "de_lowest_ev": 0.000,
  "charge": 0,
  "homo_lumo_gap_ev": 10.89,
  "e_tot_ha": -886.96442,
  "species": ["S", "F", "F", "F", "O", "O", "C", "H"],
  "coordinates": [[-3.21, -0.46, -0.11], [1.23, -0.56, 0.25], [1.35, 1.23, -0.90], [3.15, 0.34, -0.05], [-2.62, -1.18, 0.98], [-3.42, -1.18, -1.32], [1.84, 0.55, 0.16], [1.68, 1.26, 0.98]]
}

No. 4
{
  "formula": "C30H78N2O10",
  "method": "ωB97M-V/def2-TZVPD",
  "lumo_energy_ev": [-2.6, -7.6],
  "homo_energy_ev": [-10.54, -10.54],
  "de_lowest_ev": 0.000,
  "charge": 1,
  "s_squared": 0.754,
  "homo_lumo_gap_ev": [7.92, 2.95],
  "multiplicity": 2,
  "e_tot_ha": -2051.18195,
  "species": ["O", "O", "O", "O", "O", "O", "O", "O", "O", "O", "N", "N", "C", "C", "C", "C", "C", "C", "C", "C", "C", "C", "C", "C", "C", "C", "C", "C", "C", "C", "C", "C", "C", "C", "C", "C", "C", "C", "C", "C", "C", "C", "H", "H", "H", "H", "H", "H", "H", "H", "H", "H", "H", "H", "H", "H", "H", "H", "H", "H", "H", "H", "H", "H", "H", "H", "H", "H", "H", "H", "H", "H", "H", "H", "H", "H", "H", "H", "H", "H", "H", "H", "H", "H", "H", "H", "H", "H", "H", "H", "H", "H", "H", "H", "H", "H", "H", "H", "H", "H", "H", "H", "H", "H", "H", "H", "H", "H", "H", "H", "H", "H", "H", "H", "H", "H", "H", "H", "H", "H"],
  "coordinates": [[-0.77, 3.34, -3.86], [1.84, -0.76, 0.79], [0.89, -4.64, -0.56], [-2.86, -0.20, 7.28], [4.10, 0.40, 2.15], [-3.00, 7.67, -7.50], [1.39, -1.66, -2.23], [2.68, 2.75, 3.09], [-0.03, -4.52, 1.95], [-3.71, -0.74, -1.21], [-3.06, 4.63, -5.48], [-0.93, -3.07, -2.09], [0.44, -0.63, 1.24], [-0.88, -2.00, -3.05], [-4.45, -1.41, -2.23], [5.24, -0.46, 2.25], [-0.17, -5.31, -1.15], [6.49, 0.39, 2.01], [-0.28, 2.04, -3.43], [-1.53, 0.07, 7.54], [0.57, -1.79, -3.42], [-3.63, 5.81, -6.08], [2.10, -5.49, -0.55], [2.46, 3.78, 2.12], [-0.03, -6.21, 3.64], [-5.74, -0.57, -2.39], [5.43, -1.17, 3.62], [1.31, -4.12, 3.98], [-4.79, -2.73, -1.65], [3.58, 4.82, 2.00], [-2.06, 3.68, -3.39], [-2.52, 6.74, -6.59], [-1.02, -0.76, 8.72], [1.09, 4.35, 2.59], [-0.76, -0.20, 6.22], [2.77, -1.75, -2.30], [-2.78, 4.84, -4.04], [-1.91, 8.15, -8.34], [-0.43, -0.14, 0.05], [-0.77, -4.49, -2.44], [0.27, 0.17, 2.54], [0.79, -5.16, 2.95], [-2.34, 4.15, -6.00], [-1.29, 0.16, 5.34], [-1.48, -2.19, -3.94], [0.76, 2.26, -3.19], [-1.58, -0.49, 9.62], [-0.27, -7.03, 2.96], [5.22, -1.21, 1.46], [3.06, -2.31, -1.41], [1.88, -6.49, -0.15], [7.39, -0.19, 1.83], [-1.87, 7.16, -5.82], [-1.36, 0.36, 0.35], [0.51, -6.78, 4.39], [-0.32, -2.90, -1.30], [0.20, 3.72, 2.49], [-1.71, -4.90, -2.80], [-1.92, 3.90, -2.33], [-5.55, 0.43, -2.78], [6.66, 1.04, 2.87], [6.45, -1.55, 3.59], [-6.27, -0.44, -1.44], [-3.95, -3.28, -1.23], [-1.30, -1.06, -2.68], [4.52, 4.37, 1.68], [0.04, 0.80, -0.25], [-1.52, 7.47, -9.09], [0.79, 5.30, 2.16], [-1.18, 8.62, -7.68], [0.07, -4.60, -3.13], [-6.38, -1.12, -3.08], [-3.43, 0.21, 7.94], [-0.64, 1.76, -2.44], [3.11, -2.31, -3.16], [-5.20, -3.31, -2.48], [-2.04, 5.63, -4.09], [0.76, -2.66, -4.06], [-0.64, -0.76, -0.82], [3.61, 5.42, 2.91], [1.85, -1.08, -0.11], [0.19, -1.67, 1.46], [5.30, -0.41, 4.39], [0.13, -6.33, -1.38], [-3.03, -1.36, -0.93], [3.22, -0.75, -2.28], [1.72, -5.33, 2.41], [2.89, -5.01, 0.03], [-0.50, -1.26, 6.21], [0.44, -3.75, 4.52], [-1.30, 1.13, 7.64], [0.24, 0.24, 6.26], [0.77, -0.89, -3.99], [-3.79, -1.57, -3.08], [-3.62, 5.19, -3.43], [-2.80, 2.88, -3.49], [-1.85, 6.04, -7.10], [0.61, 1.20, 2.48], [0.97, -0.30, 3.23], [3.56, 0.06, 1.43], [1.74, -3.25, 3.48], [2.38, 3.16, 1.22], [0.06, -0.68, 8.79], [-0.47, 1.30, -4.21], [-2.22, 8.92, -9.06], [-1.36, -1.78, 8.55], [1.18, 4.67, 3.63], [4.67, -1.91, 3.88], [3.20, 2.04, 2.72], [-5.70, -2.60, -1.07], [2.63, -5.46, -1.50], [3.28, 5.55, 1.25], [-0.86, -5.50, -0.33], [-1.02, -5.83, 3.90], [-4.26, 5.42, -6.89], [2.01, -4.52, 4.71], [-0.74, 0.05, 2.93], [6.41, 1.03, 1.13], [0.33, -4.74, 1.08], [-4.36, 6.28, -5.42]]
}

No. 5
{
  "formula": "C6H5CdNO4",
  "method": "ωB97M-V/def2-TZVPD",
  "lumo_energy_ev": -8.4,
  "homo_energy_ev": -20.29,
  "charge": 2,
  "homo_lumo_gap_ev": 11.93,
  "e_tot_ha": -754.34683,
  "species": ["Cd", "O", "O", "O", "O", "N", "C", "C", "C", "C", "C", "C", "H", "H", "H", "H", "H"],
  "coordinates": [[0.06, 0.00, 0.00], [-3.41, 0.00, 0.08], [-0.01, 3.39, 0.10], [0.00, -3.39, 0.10], [3.40, 0.00, 0.04], [-0.67, 0.00, 2.10], [-1.57, 0.00, 4.53], [2.26, 0.00, -0.01], [0.01, 2.25, 0.02], [-1.16, 0.00, 3.15], [0.01, -2.25, 0.02], [-2.27, 0.00, -0.17], [-1.58, -1.04, 4.80], [-0.81, 0.57, 5.05], [0.00, 0.40, -1.91], [0.00, -0.40, -1.91], [-2.53, 0.46, 4.51]]
}

No. 6
{
  "formula": "C4H8FN2O",
  "method": "ωB97M-V/def2-TZVPD",
  "smiles": "C[N+](=C\\F)/C(O)=C/N",
  "lumo_energy_ev": [-4.5, -4.5],
  "homo_energy_ev": [-12.31, -12.31],
  "de_lowest_ev": 0.871,
  "charge": 1,
  "homo_lumo_gap_ev": [7.78, 7.78],
  "e_tot_ha": -441.48362,
  "species": ["F", "O", "N", "N", "C", "C", "C", "C", "H", "H", "H", "H", "H", "H", "H", "H"],
  "coordinates": [[3.27, 0.10, 0.20], [-0.61, 1.90, 0.02], [-2.66, 0.36, -0.01], [0.93, -0.09, 0.06], [2.05, 0.59, 0.02], [1.18, -1.53, 0.03], [-0.34, 0.51, -0.01], [-1.49, -0.22, -0.08], [-0.02, 2.51, -0.26], [-3.57, -0.09, -0.03], [-2.82, 1.40, 0.09], [2.15, 1.61, 0.00], [0.74, -2.13, 1.03], [2.21, -1.83, 0.03], [0.51, -1.87, -0.79], [-1.51, -1.22, -0.31]]
}

No. 7
{
  "formula": "C44H47As2MnN10O8",
  "method": "ωB97M-V/def2-TZVPD",
  "lumo_energy_ev": [-9.4, -9.4],
  "homo_energy_ev": [-15.77, -15.77],
  "de_lowest_ev": 0.000,
  "charge": 3,
  "s_squared": 0.790,
  "homo_lumo_gap_ev": [6.34, 6.34],
  "multiplicity": 2,
  "e_tot_ha": -8475.86853,
  "species": ["As", "As", "Mn", "O", "O", "O", "O", "O", "O", "O", "O", "N", "N", "N", "N", "N", "N", "N", "N", "N", "N", "C", "C", "C", "C", "C", "C", "C", "C", "C", "C", "C", "C", "C", "C", "C", "C", "C", "C", "C", "C", "C", "C", "C", "C", "C", "C", "C", "C", "C", "C", "C", "C", "C", "C", "C", "C", "C", "C", "C", "C", "C", "C", "C", "C", "H", "H", "H", "H", "H", "H", "H", "H", "H", "H", "H", "H", "H", "H", "H", "H", "H", "H", "H", "H", "H", "H", "H", "H", "H", "H", "H", "H", "H", "H", "H", "H", "H", "H", "H", "H", "H", "H", "H", "H", "H", "H", "H", "H", "H", "H", "H"],
  "coordinates": [[0.62, -0.41, -5.92], [-0.19, 0.54, -2.31], [0.05, 0.74, 0.28], [1.75, -2.04, -2.23], [0.77, -3.05, -3.99], [-2.27, -2.61, -5.60], [-2.87, -0.69, -6.50], [2.54, 1.76, -5.01], [-3.37, 0.24, -2.65], [2.32, 2.43, -2.86], [-2.98, -1.91, -2.44], [0.57, -1.90, 0.75], [0.39, 0.97, 2.28], [3.10, -0.13, 1.19], [0.32, -3.07, 1.17], [-3.83, 3.08, 1.73], [-1.01, -3.18, 1.31], [-0.57, -1.20, 0.62], [-1.72, 1.53, 0.82], [4.07, -2.09, 2.84], [1.15, 2.88, 9.06], [-2.74, 2.90, 2.47], [0.67, 1.72, 4.97], [4.63, -1.87, 1.66], [-1.55, -2.01, 0.96], [1.25, -2.07, -3.49], [-3.88, 2.46, 0.58], [2.96, 2.84, 1.59], [2.22, 2.18, 0.61], [-0.04, 2.63, 8.54], [-1.08, -0.72, -4.84], [1.37, 0.40, -3.45], [1.15, 2.83, 0.00], [-1.57, -4.45, 1.83], [1.43, -0.75, -4.15], [-3.09, -4.57, 1.79], [1.81, -3.34, -1.61], [-1.69, 2.10, 2.05], [-0.83, 2.33, -2.82], [-0.26, 2.26, 7.22], [4.14, -0.90, 0.81], [2.09, 1.66, -3.78], [0.66, -2.11, -6.86], [2.53, -0.31, 2.42], [3.41, 2.87, -5.35], [2.19, 2.75, 8.24], [-2.82, 1.68, 0.10], [3.05, -1.34, 3.21], [1.62, 0.90, 4.33], [-3.81, -3.68, 2.81], [-2.79, 0.74, -6.53], [2.60, 4.13, 1.96], [1.51, 4.77, 1.36], [-1.33, -0.49, -3.55], [2.10, 2.37, 6.91], [-0.42, 2.13, 4.21], [-0.52, 1.75, 2.88], [-3.69, -4.48, 0.39], [2.54, 0.78, 0.16], [1.45, 0.55, 3.01], [0.79, 4.13, 0.38], [0.84, 2.12, 6.38], [-2.14, -1.42, -5.67], [-2.65, -0.70, -2.88], [-2.08, -3.03, -2.63], [4.55, -0.72, -0.17], [-2.60, -1.79, 0.97], [-0.01, 2.96, -3.16], [5.47, -2.48, 1.37], [-3.72, 1.07, -6.98], [-3.72, -3.45, 0.01], [-0.03, 4.63, -0.13], [2.99, 2.32, 6.31], [-3.14, -5.10, -0.32], [3.25, 0.82, -0.67], [3.18, 4.65, 2.70], [0.25, -2.94, -6.28], [-1.16, 2.77, 4.65], [-1.27, 2.05, 6.88], [3.83, 3.31, -4.45], [2.60, -1.55, 4.17], [0.10, -1.97, -7.78], [2.48, 0.57, 4.89], [-4.78, 2.57, -0.02], [-4.72, -4.83, 0.40], [2.81, 3.60, -5.89], [1.72, 0.18, -0.32], [-2.88, 1.22, -0.88], [2.23, -3.18, -0.62], [2.44, -4.00, -2.20], [4.17, 2.45, -6.00], [-4.87, -3.92, 2.83], [-2.06, -3.32, -3.67], [-3.42, -3.83, 3.81], [-1.07, -2.76, -2.29], [-1.58, 2.21, -3.59], [-2.71, 1.15, -5.52], [-1.94, 1.06, -7.14], [3.16, 2.97, 8.67], [0.71, 2.42, -0.91], [1.70, -2.30, -7.11], [-3.73, -2.62, 2.58], [-3.24, -5.61, 2.13], [0.81, -3.77, -1.53], [-1.20, -4.53, 2.86], [-2.49, -3.82, -2.01], [-1.30, 2.81, -1.96], [3.81, 2.37, 2.06], [1.26, 5.78, 1.65], [-0.88, 2.73, 9.22], [-1.10, -5.23, 1.23], [-2.72, 3.41, 3.42]]
}

No. 8
{
  "formula": "CH2BrN2O3",
  "method": "ωB97M-V/def2-TZVPD",
  "lumo_energy_ev": -7.4,
  "homo_energy_ev": -13.31,
  "de_lowest_ev": 2.696,
  "charge": 1,
  "homo_lumo_gap_ev": 5.89,
  "e_tot_ha": -2947.97074,
  "species": ["Br", "O", "O", "O", "N", "N", "C", "H", "H"],
  "coordinates": [[1.34, -0.48, 1.94], [0.20, -1.35, 5.04], [0.82, 0.74, 4.97], [0.58, 0.03, -0.86], [-0.40, 0.08, 0.07], [0.59, -0.30, 4.93], [-0.46, -0.13, 1.29], [-1.31, 0.16, -0.44], [1.34, -0.29, -0.31]]
}

No. 9
{
  "formula": "C4H6O2",
  "method": "ωB97M-V/def2-TZVPD",
  "smiles": "C#C[C@H](O)CO",
  "lumo_energy_ev": 0.8,
  "homo_energy_ev": -10.20,
  "de_lowest_ev": 3.145,
  "charge": 0,
  "homo_lumo_gap_ev": 11.03,
  "e_tot_ha": -306.39072,
  "species": ["O", "O", "C", "C", "C", "C", "H", "H", "H", "H", "H", "H"],
  "coordinates": [[-0.49, -1.12, -1.29], [-0.67, 1.27, 1.37], [0.03, 0.88, 0.20], [1.81, -1.03, 0.31], [-0.98, 0.06, -0.70], [1.15, -0.03, 0.45], [-0.02, 1.40, 2.07], [-1.84, -0.14, -0.06], [2.32, -1.94, 0.13], [-1.27, 0.68, -1.55], [-0.41, -1.80, -0.60], [0.37, 1.77, -0.34]]
}

No. 10
{
  "formula": "C10H12NO4PdS4SbSeSi",
  "method": "ωB97M-V/def2-TZVPD",
  "lumo_energy_ev": [2.5, 2.5],
  "homo_energy_ev": [-3.31, -3.31],
  "de_lowest_ev": 1.274,
  "charge": -2,
  "homo_lumo_gap_ev": [5.86, 5.86],
  "e_tot_ha": -5395.99858,
  "species": ["Sb", "Pd", "Se", "S", "S", "S", "S", "Si", "O", "O", "O", "O", "N", "C", "C", "C", "C", "C", "C", "C", "C", "C", "C", "H", "H", "H", "H", "H", "H", "H", "H", "H", "H", "H", "H"],
  "coordinates": [[1.87, 1.15, 1.90], [-0.32, 0.34, 0.10], [-2.28, 1.52, -1.05], [-0.81, 0.56, 2.29], [2.00, -0.79, 0.60], [3.96, 2.11, 2.13], [0.79, 2.36, 0.15], [-2.63, 3.55, -0.08], [-0.03, -0.11, -6.88], [-1.29, -1.47, -0.02], [-1.09, -2.07, -6.41], [-2.06, -3.00, -1.47], [0.12, -0.27, -1.93], [-4.42, 3.89, -0.58], [-0.95, -1.51, -3.65], [-0.27, -0.77, -4.62], [0.63, 0.20, -4.19], [-0.74, -1.23, -2.32], [-0.49, -1.02, -6.14], [-1.55, 4.90, -0.79], [-2.54, 3.61, 1.78], [-1.44, -1.98, -1.20], [0.79, 0.43, -2.84], [-0.52, 4.78, -0.44], [-2.98, 4.55, 2.14], [-1.50, 3.55, 2.12], [-1.64, -2.29, -3.94], [-1.91, 5.88, -0.48], [-4.74, 4.89, -0.27], [-1.54, 4.85, -1.88], [1.46, 1.18, -2.45], [-3.08, 2.77, 2.22], [-4.53, 3.81, -1.67], [-5.08, 3.15, -0.13], [1.17, 0.78, -4.92]]
}

No. 11
{
  "formula": "C23H36Br2N3OP",
  "method": "ωB97M-V/def2-TZVPD",
  "smiles": "CCOc1c(CN)c(C[C@H](C)Br)c(CC)c2nc([C@H](Br)CC)c(P(CC)CC)nc12",
  "lumo_energy_ev": -1.1,
  "homo_energy_ev": -8.07,
  "charge": 0,
  "homo_lumo_gap_ev": 7.00,
  "e_tot_ha": -6626.58096,
  "species": ["Br", "Br", "P", "O", "N", "N", "N", "C", "C", "C", "C", "C", "C", "C", "C", "C", "C", "C", "C", "C", "C", "C", "C", "C", "C", "C", "C", "C", "C", "C", "H", "H", "H", "H", "H", "H", "H", "H", "H", "H", "H", "H", "H", "H", "H", "H", "H", "H", "H", "H", "H", "H", "H", "H", "H", "H", "H", "H", "H", "H", "H", "H", "H", "H", "H", "H"],
  "coordinates": [[-3.80, -6.39, -0.63], [-1.77, 2.82, -3.69], [1.48, 3.80, 0.22], [0.98, -1.17, 2.64], [-1.06, -3.58, 3.41], [0.78, 1.11, 0.85], [-0.70, 0.68, -1.94], [0.55, 6.33, 1.41], [-1.10, -2.95, -0.24], [3.08, -2.37, 1.75], [1.12, 2.94, -3.70], [0.66, 2.11, -0.17], [-1.98, -1.97, -2.61], [2.58, 3.18, -3.06], [0.26, -1.34, 1.42], [0.18, 5.18, 0.31], [2.11, 3.63, 2.03], [0.87, 3.42, 3.08], [-1.31, -3.08, -3.57], [2.41, -1.08, 2.43], [-1.70, -4.39, -0.56], [-1.20, -1.74, -1.23], [-3.29, -4.44, -0.79], [-0.07, 3.09, -2.63], [-0.56, -0.32, -0.91], [-4.06, -3.66, 0.39], [-0.35, -2.75, 1.13], [-0.13, -3.87, 2.24], [-0.05, 1.88, -1.54], [0.17, -0.12, 0.43], [2.88, -0.99, 3.48], [-0.17, 4.12, -2.16], [-0.30, -3.39, -3.13], [-3.80, -2.55, 0.34], [0.94, -3.75, 2.67], [-1.53, -2.69, 3.15], [2.47, -2.86, 0.92], [-5.18, -3.88, 0.34], [-0.13, 3.77, 2.66], [-0.19, -4.94, 1.87], [2.75, -0.16, 1.85], [1.04, 3.99, 4.06], [0.31, 7.39, 1.02], [-1.97, -4.01, -3.61], [-3.62, -4.15, -1.85], [-0.89, 4.78, 0.43], [2.64, 4.15, -2.46], [-3.07, -2.20, -2.32], [-1.46, -5.19, 0.24], [3.30, -3.17, 2.54], [2.87, 2.25, -2.47], [2.78, 2.71, 2.17], [-1.17, -2.65, -4.61], [-0.45, -3.29, 4.20], [2.71, 4.55, 2.36], [4.08, -2.06, 1.26], [-2.05, -1.00, -3.25], [-1.19, -4.79, -1.53], [-3.63, -4.07, 1.38], [1.10, 1.84, -4.04], [1.67, 6.34, 1.66], [0.95, 3.57, -4.64], [0.75, 2.29, 3.31], [3.35, 3.25, -3.93], [-0.09, 6.10, 2.33], [0.22, 5.73, -0.71]]
}

Question: What is the charge in the fifth record?
Answer: +2

Question: Among the records above, which one has the lowest charge?
Answer: C10H12NO4PdS4SbSeSi

Question: The lowest charge belongs to which entry?
Answer: C10H12NO4PdS4SbSeSi